{"formula": "C16H17Cl2NO", "method": "ωB97M-V/def2-TZVPD", "smiles": "OCCN(Cc1ccccc1)Cc1ccc(Cl)cc1Cl", "total_energy_ev": -45436.43282, "e_homo_ev": -8.38, "gap_ha": 0.30305, "multiplicity": 1, "total_charge": 0, "species": ["C", "C", "H", "Cl", "O", "C", "H", "H", "H", "H", "C", "C", "H", "H", "C", "H", "C", "C", "C", "C", "C", "H", "C", "C", "H", "H", "C", "C", "H", "H", "H", "H", "H", "Cl", "H", "C", "N"], "coordinates": [[1.66084, 0.33754, 1.01645], [-4.11653, -1.22078, 0.27388], [2.01557, 0.13429, 1.91336], [-6.06650, -0.41111, -1.34246], [0.18354, 3.14494, -0.43281], [-0.53809, -0.41196, 1.16245], [-1.25744, 1.73312, 1.51157], [2.23559, 1.30921, 0.95589], [-3.67027, 1.43867, -1.92546], [-1.46810, 1.06687, -0.86926], [3.75122, -2.05970, -0.67478], [-0.08828, 1.83821, 1.50717], [0.53330, 2.31685, -1.00567], [3.68008, -2.96989, -2.84269], [-3.46853, 0.71335, -1.38366], [-0.58970, -0.58299, 2.15162], [3.18598, -1.29961, 0.15288], [1.70964, -0.53946, -1.47866], [2.19178, -1.40306, -2.39769], [-2.96480, -1.24029, 0.93747], [0.48929, 3.16059, 0.86679], [0.94653, -0.06863, -1.55974], [-2.12676, 0.54391, -0.57300], [2.15842, -0.66363, 0.09997], [0.16995, 1.77491, 2.58389], [1.75948, -1.47155, -3.17405], [-4.47662, -0.33642, -0.57163], [3.32669, -2.32394, -1.98437], [-0.01607, -1.35750, 0.51449], [-4.81060, -2.10177, 0.59524], [4.64278, -2.83276, -0.39206], [1.44022, 3.55054, 1.13241], [3.72107, -1.56994, 1.14308], [-2.47565, -2.42860, 1.92042], [-0.07650, 4.10713, 1.22950], [-1.92003, -0.41319, 0.32221], [0.32849, 0.53664, 0.61726]], "nbo_charge": [-0.266, -0.330, 0.193, -0.022, -0.723, -0.242, 0.216, 0.209, 0.169, 0.171, -0.204, -0.273, 0.485, 0.228, -0.113, 0.196, -0.210, -0.155, -0.181, -0.066, -0.079, 0.162, -0.157, -0.004, 0.189, 0.165, 0.015, -0.197, 0.220, 0.240, 0.202, 0.169, 0.186, 0.101, 0.182, -0.025, -0.451]}

{"formula": "C16H17ClFIN2O3", "method": "ωB97M-V/def2-TZVPD", "total_energy_ev": -49325.22431, "e_homo_ev": -5.17, "gap_ha": 0.10593, "multiplicity": 1, "total_charge": 0, "species": ["C", "H", "C", "H", "H", "H", "H", "C", "C", "H", "C", "N", "O", "H", "H", "H", "C", "O", "H", "N", "C", "C", "C", "C", "C", "F", "H", "H", "H", "H", "Cl", "H", "C", "C", "C", "C", "O", "H", "I", "C", "H"], "coordinates": [[-3.72834, -1.63362, -0.52179], [4.02230, -3.16747, 1.48029], [-2.95240, -2.04550, 1.71246], [-0.95203, -2.77021, 1.90277], [3.80481, -1.55097, 2.10760], [6.11114, -2.00501, 1.80929], [-4.91064, -1.28564, 1.21981], [0.06058, 0.34958, -0.23945], [2.08712, -0.77825, 0.28114], [-2.29056, 4.22715, -2.16000], [-1.72121, -2.44403, 1.21468], [1.56168, 1.27612, 1.36557], [0.58723, -1.75227, -1.29454], [-3.93502, 4.89000, -2.28816], [5.72059, -0.76758, 0.64169], [3.20428, 0.20005, 1.62504], [-3.95413, -1.62342, 0.84996], [-2.92350, 5.50836, 0.14880], [-1.52132, 6.37807, -1.14318], [2.33193, 0.22202, 1.11132], [-2.87507, 5.14994, -2.23851], [-2.50320, -2.02635, -1.02931], [5.54631, -1.80991, 0.89622], [3.05978, -1.90369, 0.07088], [-0.16929, -2.80555, -0.70400], [-1.04940, 0.47745, -0.90592], [-3.13752, 7.02633, -1.25970], [-2.60441, 5.63698, -3.18747], [-2.31089, -2.03647, -2.09328], [-4.49767, -1.30851, -1.20720], [3.84194, -1.52398, -1.50373], [-3.14504, -2.05964, 2.77542], [4.08532, -2.11398, 1.21700], [-1.49053, -2.41838, -0.15485], [-2.59609, 6.07556, -1.03262], [0.88129, -0.73673, -0.43795], [0.29219, -3.89771, -0.71050], [2.51414, -2.82330, -0.10506], [-0.83311, 2.99956, 0.95103], [0.43841, 1.35557, 0.68691], [5.95035, -2.48456, 0.14936]], "nbo_charge": [-0.191, 0.238, -0.192, 0.219, 0.195, 0.224, 0.231, 0.394, 0.212, 0.168, -0.220, -0.191, -0.518, 0.187, 0.213, 0.430, -0.178, -0.918, 0.073, -0.243, -0.631, -0.194, -0.610, -0.240, 0.789, -0.243, 0.094, 0.171, 0.229, 0.232, 0.000, 0.226, -0.421, -0.138, -0.021, 0.265, -0.482, 0.271, 0.401, -0.062, 0.230]}

{"formula": "C16H17ClFNO2S2", "method": "ωB97M-V/def2-TZVPD", "smiles": "O=C(CSCc1c(F)cccc1Cl)NCCSCc1ccco1", "total_energy_ev": -59363.73026, "e_homo_ev": -8.19, "gap_ha": 0.32326, "multiplicity": 1, "total_charge": 0, "species": ["H", "H", "C", "C", "H", "H", "H", "H", "H", "H", "C", "O", "C", "S", "H", "O", "C", "H", "C", "Cl", "H", "C", "C", "H", "C", "C", "C", "N", "H", "S", "C", "C", "C", "H", "H", "C", "F", "H", "C", "H"], "coordinates": [[-0.17566, 4.38924, 1.21595], [0.72933, 2.38787, -0.78425], [-3.31211, 2.36143, -0.73923], [1.65835, 0.75915, 0.41405], [2.03041, -0.19950, 2.38689], [-1.24821, -3.43526, -0.61550], [-0.04735, -0.64346, -1.48806], [-1.46570, 3.45058, -0.59723], [-0.22808, 3.70140, 2.86354], [4.58802, -2.82805, -0.78204], [1.71748, -2.91592, 0.98895], [0.86933, 1.50345, 2.35151], [3.07671, -2.84829, 0.72750], [-1.27860, -1.29477, 0.47808], [-1.61160, -1.38285, -1.89245], [-1.32992, 1.38014, -2.39868], [-1.10567, -0.67876, -1.22726], [-2.84595, 0.53691, 0.21644], [-0.38707, 3.49887, 1.80541], [1.17847, -2.87612, 2.62780], [-2.91722, 4.43125, -0.25904], [1.60189, 0.55298, 1.75681], [0.78040, -3.02457, -0.03877], [-0.93573, -3.53694, 1.13942], [0.44075, 2.34690, 1.38747], [-2.44607, 3.45733, -0.12722], [-0.68641, -3.01501, 0.21743], [-2.69531, 1.06028, -0.63288], [2.17889, 0.16269, -0.30813], [-2.19692, 3.18317, 1.66677], [1.28403, -3.07911, -1.33614], [2.63336, -3.01260, -1.62464], [-1.70061, 0.69940, -1.46487], [-3.44219, 2.57932, -1.80381], [-4.28642, 2.32554, -0.24989], [0.89976, 1.92958, 0.16895], [0.41428, -3.21675, -2.35960], [2.95863, -3.05681, -2.65145], [3.53073, -2.88840, -0.57886], [3.77196, -2.76431, 1.54702]], "nbo_charge": [0.235, 0.239, -0.233, -0.323, 0.204, 0.240, 0.238, 0.229, 0.249, 0.225, 0.000, -0.402, -0.248, 0.190, 0.243, -0.636, -0.621, 0.415, -0.555, 0.021, 0.221, 0.098, -0.167, 0.253, 0.260, -0.527, -0.535, -0.618, 0.228, 0.160, 0.472, -0.303, 0.682, 0.229, 0.205, -0.320, -0.333, 0.235, -0.182, 0.232]}